1.
Molecular formula: C39H91N13O13
Method: DFT, ωB97M-V/def2-TZVPD

Net charge: 0
HOMO-LUMO gap: 9.300 eV
HOMO energy: -9.075 eV
Energy above the lowest of the compared OMol25 structures with the same formula, charge and spin: 13.263 eV

Positions of all 156 atoms, in Å:
1 C 0.76106 7.86662 7.58910
2 O 0.44160 7.03649 6.76277
3 N 0.11637 9.02273 7.89865
4 C -1.08988 9.42165 7.11379
5 C 0.50009 9.75409 9.13246
6 H 1.55608 7.68203 8.32805
7 H -1.00038 10.50007 6.98302
8 H -1.97381 9.24261 7.72593
9 H -1.04709 8.86623 6.17690
10 H -0.27965 10.45445 9.43178
11 H 0.54634 9.04898 9.96238
12 H 1.45222 10.28453 9.11975
13 C 1.12542 -9.62052 6.04375
14 O 0.44502 -8.88561 5.32831
15 N 0.93690 -10.90928 6.53971
16 C 1.89877 -11.62262 7.37232
17 C -0.16118 -11.69045 5.96817
18 H 2.14010 -9.29362 6.31897
19 H 2.69270 -10.95847 7.71391
20 H 2.18378 -12.51098 6.80868
21 H 1.64576 -12.07945 8.32908
22 H 0.28057 -12.56613 5.49265
23 H -0.84168 -11.97942 6.76911
24 H -0.73270 -11.23318 5.16048
25 C 6.20674 2.96315 8.46325
26 O 6.58472 3.41758 9.51021
27 N 6.86010 3.28603 7.32919
28 C 6.45011 2.69368 6.02675
29 C 8.19356 4.03666 7.15295
30 H 5.44834 2.18833 8.27170
31 H 7.27555 2.22476 5.49116
32 H 5.96758 3.47138 5.43478
33 H 5.82876 1.81893 6.21872
34 H 8.44627 4.53138 8.09076
35 H 9.09429 3.47690 6.90105
36 H 8.17072 4.79191 6.36734
37 C -4.05869 4.91086 -8.99032
38 O -4.44973 5.71485 -9.79450
39 N -2.88584 4.25939 -9.14484
40 C -2.51393 3.34375 -8.04954
41 C -1.89099 4.53487 -10.19344
42 H -4.62076 4.53704 -8.12052
43 H -1.96090 2.45106 -8.34170
44 H -3.34891 3.06048 -7.40870
45 H -1.74949 3.81331 -7.43048
46 H -2.19398 5.39971 -10.78365
47 H -0.95563 4.71496 -9.66358
48 H -1.81762 3.62367 -10.78711
49 C 1.31158 -9.91075 -0.96993
50 O 2.23215 -9.08074 -0.70037
51 N 1.44959 -11.20743 -0.67469
52 C 2.59422 -11.74099 -0.00016
53 C 0.30469 -12.06691 -0.90884
54 H 0.33914 -9.60715 -1.38753
55 H 3.20761 -12.26492 -0.73320
56 H 2.33533 -12.36552 0.85485
57 H 3.22725 -10.93817 0.37778
58 H 0.63912 -13.10333 -0.95454
59 H -0.42657 -11.86792 -0.12541
60 H -0.13446 -11.78231 -1.86500
61 C 0.92567 -0.19224 -0.75577
62 O 1.11320 0.47997 -1.73283
63 N 0.66974 0.28774 0.48457
64 C 0.42245 -0.49885 1.72124
65 C 0.63911 1.74778 0.77071
66 H 0.99656 -1.29080 -0.73689
67 H 1.23978 -0.39549 2.43496
68 H 0.44179 -1.55925 1.46969
69 H -0.52166 -0.23896 2.20001
70 H 0.30151 2.34403 -0.07700
71 H 0.00582 1.96345 1.63125
72 H 1.63032 2.07307 1.08660
73 C 5.19961 8.51966 -0.51417
74 O 5.91250 8.90112 0.48059
75 N 5.55053 8.26650 -1.76405
76 C 4.66243 7.66986 -2.74291
77 C 6.94272 8.28181 -2.25065
78 H 4.10360 8.43392 -0.45409
79 H 3.60165 7.56416 -2.51557
80 H 5.05169 6.68463 -2.99959
81 H 4.80765 8.28305 -3.63230
82 H 7.37610 7.31457 -2.50507
83 H 6.92813 8.73755 -3.24070
84 H 7.67166 8.82005 -1.64481
85 C 6.54688 -6.02956 -9.07251
86 O 6.86345 -6.21634 -10.18805
87 N 5.48174 -6.50916 -8.45216
88 C 5.19249 -6.01614 -7.09090
89 C 4.48765 -7.56471 -8.94044
90 H 7.01598 -5.31358 -8.38004
91 H 5.97777 -5.44646 -6.59400
92 H 4.94954 -6.80762 -6.38193
93 H 4.31601 -5.37715 -7.19843
94 H 3.43517 -7.28586 -8.88915
95 H 4.70386 -7.98416 -9.92299
96 H 4.38644 -8.38925 -8.23475
97 C 7.59772 4.11958 -8.00750
98 O 6.54193 4.62973 -8.32734
99 N 7.91815 2.83181 -7.77025
100 C 9.18458 2.39690 -7.34083
101 C 6.98062 1.75274 -8.04240
102 H 8.46288 4.73136 -7.70848
103 H 9.21199 2.11391 -6.28856
104 H 9.80981 3.28778 -7.40016
105 H 9.61565 1.57757 -7.91613
106 H 6.02693 2.24035 -8.24438
107 H 7.25825 1.09255 -8.86410
108 H 6.78878 1.17430 -7.13868
109 C -5.42920 -7.41473 2.90529
110 O -5.60802 -7.71985 1.73126
111 N -6.04007 -8.13888 3.89677
112 C -5.54454 -7.90096 5.26881
113 C -6.92323 -9.22893 3.69305
114 H -4.82801 -6.59166 3.32161
115 H -6.31556 -7.44308 5.88846
116 H -4.67009 -7.25632 5.35749
117 H -5.32789 -8.89396 5.66266
118 H -7.61153 -9.42518 4.51514
119 H -7.57508 -9.15641 2.82245
120 H -6.24356 -10.06736 3.54080
121 C -6.22641 8.96691 -0.95913
122 O -5.20143 9.31180 -0.30255
123 N -6.26923 7.90412 -1.82034
124 C -7.40229 7.75249 -2.64245
125 C -5.12055 7.06593 -2.21445
126 H -7.19959 9.48172 -0.96884
127 H -6.99623 7.99667 -3.62407
128 H -8.27434 8.36882 -2.42391
129 H -7.83121 6.75119 -2.60327
130 H -5.38175 6.03703 -2.46190
131 H -4.70742 7.43858 -3.15177
132 H -4.28328 7.05437 -1.51665
133 C -6.57311 1.22218 5.41947
134 O -5.63007 0.57632 5.89740
135 N -6.36973 2.52045 5.09189
136 C -7.48443 3.28634 4.35006
137 C -5.03802 3.18215 5.00565
138 H -7.64722 0.98205 5.44800
139 H -8.38711 2.67900 4.28364
140 H -7.18605 3.59020 3.34670
141 H -7.69338 4.21879 4.87445
142 H -4.14192 2.60757 5.24010
143 H -5.00206 3.63157 4.01327
144 H -5.01311 4.09120 5.60657
145 C -8.28370 0.05510 -2.49747
146 O -7.55198 0.76190 -3.18700
147 N -7.73925 -0.80134 -1.55250
148 C -8.59979 -1.80329 -0.93487
149 C -6.32184 -0.91927 -1.36328
150 H -9.36559 -0.05348 -2.67051
151 H -8.44376 -2.71419 -1.51282
152 H -9.63012 -1.44822 -0.91341
153 H -8.26665 -1.84844 0.10199
154 H -6.07771 -0.57544 -0.35816
155 H -6.10219 -1.98690 -1.35997
156 H -5.62366 -0.51153 -2.09430


2.
Molecular formula: C22H24N2O2S
Method: DFT, ωB97M-V/def2-TZVPD

Net charge: 0
HOMO-LUMO gap: 4.066 eV
HOMO energy: -6.955 eV
Energy above the lowest of the compared OMol25 structures with the same formula, charge and spin: 2.390 eV

Positions of all 51 atoms, in Å:
1 C 5.53944 -1.40634 -2.08830
2 C 4.51196 -0.69278 -1.27629
3 C 4.06851 -1.25151 -0.06695
4 C 3.12519 -0.60051 0.69697
5 C 2.56800 0.66216 0.30081
6 C 1.61304 1.23848 1.17321
7 C 0.88221 2.45442 1.10015
8 C -0.01708 2.72574 2.18197
9 C -0.77602 3.87884 2.22909
10 C -0.68331 4.82488 1.19403
11 C 0.16933 4.58325 0.11084
12 C 0.93795 3.42491 0.05634
13 C 3.03554 1.20094 -0.93637
14 C 3.98009 0.53067 -1.69720
15 H 5.77483 -0.84229 -2.99311
16 H 6.46652 -1.54969 -1.52097
17 H 5.19432 -2.40434 -2.38197
18 H 4.48010 -2.21078 0.25805
19 H 2.76964 -1.03834 1.63227
20 H 1.43475 0.65776 2.08291
21 H -0.09266 1.97076 2.96739
22 H -1.45065 4.04297 3.07193
23 H -1.28231 5.73261 1.23165
24 H 0.23767 5.30356 -0.70858
25 H 1.57348 3.26804 -0.80659
26 H 2.65738 2.14552 -1.30679
27 H 4.32669 0.95896 -2.64278
28 C -1.83321 -4.28569 -1.49515
29 C -1.14912 -3.73335 -0.27858
30 N -1.44076 -2.27475 -0.06428
31 C -0.62829 -1.37279 -0.79619
32 O 0.33347 -1.83097 -1.44634
33 C -0.96161 -0.01925 -0.71778
34 C -2.07574 0.41666 0.00275
35 O -2.45511 1.60151 0.07900
36 N -2.80681 -0.56611 0.71258
37 C -4.05886 -0.07886 1.39052
38 C -5.23563 -0.01296 0.46055
39 C -2.57404 -1.92597 0.64418
40 S -3.59915 -3.05590 1.33283
41 H -1.57744 -5.34458 -1.60795
42 H -2.92034 -4.19651 -1.40792
43 H -1.47871 -3.76395 -2.39053
44 H -1.50195 -4.22933 0.62858
45 H -0.06492 -3.81190 -0.38006
46 H -0.34356 0.70515 -1.21733
47 H -4.23726 -0.79180 2.19904
48 H -3.82368 0.91456 1.77953
49 H -6.11008 0.35758 1.00633
50 H -5.02971 0.69305 -0.35113
51 H -5.47212 -1.00170 0.05568


3.
Molecular formula: C2H14N2O3
Method: DFT, ωB97M-V/def2-TZVPD

Net charge: 0
HOMO-LUMO gap: 9.689 eV
HOMO energy: -9.316 eV
Energy above the lowest of the compared OMol25 structures with the same formula, charge and spin: 1.501 eV
SMILES: NCCN.O.O.O

Positions of all 21 atoms, in Å:
1 N -0.11165 -0.34140 -2.56716
2 C -0.64206 -1.35316 -1.60525
3 C -1.73568 -0.61722 -0.81296
4 N -1.18474 -0.30418 0.52424
5 H 0.00375 -0.68951 -3.50329
6 H 0.84882 -0.13796 -2.29529
7 H 0.13677 -2.02475 -1.13999
8 H -1.04141 -2.10487 -2.31958
9 H -2.13677 0.26004 -1.37015
10 H -2.63757 -1.27586 -0.76358
11 H -1.70552 0.43980 0.99412
12 H -1.26822 -1.14790 1.08592
13 O 1.42312 0.86618 0.71968
14 H 0.62652 0.32608 0.50236
15 H 1.11589 1.21960 1.56754
16 O -0.77399 3.00182 1.74150
17 H -1.69347 3.24388 1.52725
18 H -0.75829 3.73209 2.40455
19 O 2.67684 -1.72864 1.19827
20 H 3.12471 -1.31021 1.93788
21 H 1.96911 -1.11960 0.96338